ORCA calculation (ωB97M-V/def2-TZVPD) on a molecular structure, C36H34AuN6P2 at a distorted geometry.

Results
gap between HOMO and LUMO: 8.4 eV
total charge: +1
multiplicity: 1
maximum force: 1.41 eV/Å
LUMO energy: -2.35 eV

```
79
C36H34AuN6P2 ωB97M-V/def2-TZVPD
Au 0.004 1.565 -0.912
C 1.144 -2.515 -2.373
N 1.037 -1.142 -1.894
P 2.409 -0.035 -1.762
C 2.648 -0.070 0.050
C 2.380 -1.160 0.872
C 2.582 -1.058 2.238
C 3.072 0.117 2.788
C 3.364 1.196 1.969
C 3.142 1.106 0.608
C 3.748 -1.160 -2.298
C 3.845 -1.410 -3.667
C 4.822 -2.260 -4.153
C 5.725 -2.848 -3.278
C 5.664 -2.560 -1.923
C 4.683 -1.716 -1.433
P -0.380 -0.280 -2.168
C -0.832 -0.311 -3.930
C -0.547 0.821 -4.690
C -0.886 0.857 -6.031
C -1.506 -0.236 -6.615
C -1.782 -1.368 -5.861
C -1.447 -1.414 -4.520
C -1.667 -1.250 -1.343
C -2.985 -1.041 -1.739
C -4.018 -1.664 -1.066
C -3.740 -2.486 0.014
C -2.431 -2.675 0.431
C -1.393 -2.047 -0.235
H 1.913 -3.034 -1.799
H 1.409 -2.595 -3.431
H 0.186 -3.018 -2.216
H 2.013 -2.084 0.447
H 2.356 -1.898 2.878
H 3.232 0.187 3.853
H 3.767 2.107 2.385
H 3.355 1.947 -0.039
H 3.144 -0.938 -4.347
H 4.879 -2.457 -5.215
H 6.479 -3.524 -3.655
H 6.377 -2.992 -1.236
H 4.643 -1.494 -0.376
H -0.077 1.672 -4.213
H -0.685 1.743 -6.616
H -1.792 -0.205 -7.656
H -2.279 -2.211 -6.317
H -1.687 -2.292 -3.934
H -3.182 -0.394 -2.583
H -5.034 -1.503 -1.390
H -4.546 -2.974 0.539
H -2.217 -3.312 1.277
H -0.373 -2.184 0.100
C -0.098 4.704 1.459
C -0.124 3.294 1.899
N 0.138 2.258 1.121
C 0.135 1.150 1.922
C -0.120 1.522 3.195
N -0.304 2.880 3.174
C -0.882 3.600 4.297
N -1.695 2.690 5.034
N -1.339 2.274 6.270
N -2.099 1.354 6.663
C -3.016 1.074 5.689
C -4.046 0.137 5.621
C -4.743 0.068 4.437
C -4.443 0.894 3.345
C -3.445 1.843 3.399
C -2.748 1.931 4.595
H 0.058 4.724 0.386
H 0.728 5.221 1.950
H -1.015 5.236 1.697
H 0.303 0.173 1.528
H -0.164 0.940 4.091
H -1.477 4.440 3.919
H -0.113 3.974 4.984
H -4.257 -0.502 6.461
H -5.551 -0.639 4.342
H -5.001 0.775 2.430
H -3.215 2.482 2.559
```


ORCA calculation (ωB97M-V/def2-TZVPD) on 2 unconnected molecules or ions with the total composition H2N2O3 at a distorted geometry.

Results
ΔE to the lowest compared entry with this formula, charge and spin: 5.83 kJ/mol
structure (SMILES): N#[N+][O-].OO
gap between HOMO and LUMO: 11.1 eV
multiplicity: 1
maximum force: 2.92 eV/Å
LUMO energy: 1.07 eV

```
7
H2N2O3 ωB97M-V/def2-TZVPD
N 2.278 0.053 0.081
N 1.445 0.778 0.144
O 3.184 -0.671 -0.001
O -1.670 -0.673 0.295
O -1.714 0.616 -0.284
H -1.043 0.621 -0.975
H -2.480 -0.722 0.740
```


ORCA calculation (ωB97M-V/def2-TZVPD) on a single C3H3NO molecule at a distorted geometry.

Results
ΔE to the lowest compared entry with this formula, charge and spin: 243.77 kJ/mol
structure (SMILES): Nc1cc1=O
gap between HOMO and LUMO: 9.1 eV
multiplicity: 1
maximum force: 2.54 eV/Å
LUMO energy: 0.89 eV

```
8
C3H3NO ωB97M-V/def2-TZVPD
C 1.552 0.057 0.729
C 0.690 0.593 -0.212
C 2.435 0.953 0.309
N -0.572 0.285 -0.612
O 3.138 1.805 -0.020
H 1.653 -0.591 1.517
H -1.175 -0.544 -0.464
H -0.904 1.057 -1.147
```


ORCA calculation (ωB97M-V/def2-TZVPD) on a molecular structure, C2H10N5 at a distorted geometry.

Results
ΔE to the lowest compared entry with this formula, charge and spin: 662.16 kJ/mol
gap between HOMO and LUMO: 7.3 eV
total charge: +1
multiplicity: 1
maximum force: 6.26 eV/Å
LUMO energy: -4.68 eV

```
17
C2H10N5 ωB97M-V/def2-TZVPD
C -3.600 -0.456 -0.278
C -0.681 0.096 0.059
N 2.555 0.832 0.152
N 0.097 0.343 0.992
N 4.468 -0.391 -0.169
N -2.530 0.250 0.537
N 3.204 -0.335 -0.019
H -3.192 -0.796 -1.315
H -3.996 -1.357 0.345
H -4.429 0.206 -0.481
H -0.395 0.005 -1.042
H 3.172 1.696 0.083
H 1.501 0.699 0.425
H -0.236 0.204 1.985
H 4.948 -1.249 -0.146
H 5.070 0.415 -0.286
H -2.686 0.188 1.493
```


ORCA calculation (ωB97M-V/def2-TZVPD) on a single C7H10ClN3O2 molecule at a distorted geometry.

Results
ΔE to the lowest compared entry with this formula, charge and spin: 196.76 kJ/mol
structure (SMILES): CO[C@@H]([C@@H]1C=NN=C1Cl)N(C)C=O
gap between HOMO and LUMO: 9.9 eV
multiplicity: 1
maximum force: 3.43 eV/Å
LUMO energy: -0.03 eV

```
23
C7H10ClN3O2 ωB97M-V/def2-TZVPD
C -0.116 -1.837 -1.298
C 1.593 2.145 -0.432
C 1.163 0.931 0.273
C -0.209 0.377 -0.290
C 2.496 0.286 0.276
C -0.595 -1.636 1.064
C -2.606 0.775 0.143
N 2.816 2.150 -0.794
N 3.362 0.919 -0.405
N -0.317 -0.997 -0.210
O -0.249 -3.043 -1.234
O -1.259 0.966 0.393
Cl 2.849 -1.309 0.933
H 0.010 -1.354 -2.349
H 1.020 3.061 -0.495
H 0.969 1.126 1.364
H -0.190 0.620 -1.468
H 0.312 -1.583 1.833
H -1.498 -1.143 1.470
H -0.802 -2.721 0.932
H -2.966 -0.012 0.858
H -2.747 0.528 -0.896
H -3.037 1.754 0.330
```


ORCA calculation (ωB97M-V/def2-TZVPD) on 3 unconnected molecules or ions with the total composition C34H40Br2F4N5O10 at a distorted geometry.

Results
gap between HOMO and LUMO: 8.1 eV
total charge: +1
multiplicity: 1
maximum force: 4.51 eV/Å
LUMO energy: -3.49 eV

```
95
C34H40Br2F4N5O10 ωB97M-V/def2-TZVPD
C -6.266 4.501 0.269
C -5.341 4.919 -0.921
O -5.802 5.508 -1.843
O -3.986 4.588 -0.792
C -3.552 3.678 -1.840
C -3.185 2.254 -1.247
N -4.425 1.924 -0.493
C -2.714 1.138 -2.308
O -2.880 1.370 -3.681
C -1.822 2.116 -4.282
C -1.039 1.105 -5.268
C -1.677 1.221 -6.706
O -1.322 -0.242 -4.819
C -1.401 0.462 -1.752
N -1.402 0.784 -0.267
C 0.053 0.780 0.178
C 0.628 -0.610 0.571
C 0.927 -1.624 -0.578
F -0.170 -2.429 -0.888
Br 1.787 -0.854 -2.164
C 1.999 -2.656 0.032
F 1.505 -3.254 1.146
F 3.211 -2.060 0.210
Br 2.285 -4.033 -1.377
C -2.269 -0.119 0.536
C -3.028 -1.199 0.000
C -3.896 -2.064 0.772
C -3.931 -1.722 2.191
C -3.081 -0.631 2.587
N -2.282 0.143 1.852
C -1.880 2.217 -0.330
F -0.980 2.973 -1.137
C -1.983 3.067 0.972
C -1.419 4.527 0.881
C 0.111 4.515 1.232
O 0.443 4.276 2.349
O 1.022 4.770 0.229
H -7.300 4.897 0.138
H -5.859 4.845 1.253
H -6.363 3.392 0.353
H -4.383 3.571 -2.574
H -2.698 4.155 -2.370
H -4.533 0.912 -0.391
H -5.181 2.190 -1.135
H -3.505 0.356 -2.128
H -2.180 2.949 -4.932
H -1.050 2.498 -3.576
H 0.062 1.258 -5.252
H -2.787 1.223 -6.544
H -1.439 0.331 -7.332
H -1.346 2.186 -7.150
H -2.150 -0.521 -5.239
H -0.526 0.849 -2.315
H -1.414 -0.609 -2.044
H 0.727 1.237 -0.587
H 0.184 1.436 1.079
H 0.048 -1.149 1.366
H 1.623 -0.410 1.056
H -3.007 -1.410 -1.092
H -4.501 -2.878 0.339
H -4.585 -2.285 2.885
H -3.113 -0.385 3.674
H -3.058 3.158 1.273
H -1.471 2.571 1.833
H -1.906 5.099 1.712
H -1.670 5.077 -0.052
H 0.551 5.358 -0.391
C 1.992 -2.578 4.083
C 2.032 -3.506 5.116
C 2.067 -3.077 6.435
C 2.057 -1.716 6.706
C 2.025 -0.781 5.683
C 1.993 -1.217 4.366
N 2.068 -1.258 8.101
O 2.115 -2.104 8.974
O 2.026 -0.058 8.302
H 1.960 -2.915 3.056
H 2.033 -4.566 4.892
H 2.098 -3.806 7.234
H 2.022 0.281 5.895
H 1.965 -0.494 3.559
C 7.362 -2.602 -1.854
C 6.272 -3.049 -1.116
C 6.223 -4.363 -0.674
C 7.273 -5.218 -0.972
C 8.362 -4.786 -1.714
C 8.403 -3.471 -2.156
N 7.234 -6.602 -0.483
O 6.253 -6.952 0.149
O 8.185 -7.318 -0.735
H 7.400 -1.574 -2.193
H 5.461 -2.370 -0.883
H 5.370 -4.699 -0.100
H 9.179 -5.454 -1.952
H 9.250 -3.121 -2.734
```